# 1
The following is a quantum chemistry calculation of a 9-piece molecular cluster, C24H63N6O24P3 overall at a distorted geometry, from the OMol25 dataset.

Cartesian coordinates (Å):
1 C 1.528 -1.117 2.807
2 C 0.314 -1.216 3.748
3 O 0.214 -2.522 4.289
4 P 0.042 -2.700 5.878
5 O -0.180 -4.088 6.301
6 O -1.192 -1.757 6.167
7 C -2.493 -2.309 6.412
8 C -3.413 -1.147 6.734
9 O 1.203 -1.864 6.555
10 C 2.424 -2.382 7.079
11 C 3.472 -2.453 5.966
12 H 1.543 -0.138 2.332
13 H 2.462 -1.256 3.355
14 H 1.518 -1.878 2.026
15 H 0.437 -0.431 4.497
16 H -0.590 -0.966 3.189
17 H -2.857 -2.858 5.540
18 H -2.446 -3.042 7.217
19 H -4.387 -1.534 7.038
20 H -3.061 -0.536 7.564
21 H -3.500 -0.502 5.861
22 H 2.734 -1.704 7.870
23 H 2.295 -3.382 7.495
24 H 4.473 -2.603 6.376
25 H 3.243 -3.303 5.324
26 H 3.513 -1.508 5.427
27 C -1.221 -4.611 -3.624
28 C -1.280 -3.561 -4.717
29 O -0.322 -2.538 -4.400
30 P 0.085 -1.459 -5.525
31 O -1.070 -0.763 -6.095
32 O 1.054 -0.463 -4.729
33 C 2.404 -0.921 -4.409
34 C 2.674 -0.539 -2.959
35 O 0.992 -2.290 -6.540
36 C 1.617 -1.596 -7.628
37 C 1.690 -2.586 -8.807
38 H -2.172 -5.147 -3.585
39 H -0.414 -5.330 -3.746
40 H -1.126 -4.099 -2.663
41 H -1.119 -4.028 -5.689
42 H -2.250 -3.062 -4.674
43 H 2.555 -1.994 -4.533
44 H 3.062 -0.430 -5.126
45 H 1.865 -0.791 -2.274
46 H 3.639 -0.992 -2.723
47 H 2.765 0.539 -2.809
48 H 1.097 -0.657 -7.831
49 H 2.649 -1.340 -7.370
50 H 0.742 -3.067 -9.044
51 H 1.990 -1.989 -9.671
52 H 2.401 -3.386 -8.613
53 C -2.339 -4.708 1.480
54 C -1.909 -3.368 2.034
55 O -2.737 -2.283 1.528
56 P -2.098 -1.402 0.354
57 O -0.703 -1.004 0.521
58 O -2.414 -2.294 -0.945
59 C -3.709 -2.868 -1.158
60 C -4.593 -1.927 -1.976
61 O -3.112 -0.180 0.235
62 C -3.482 0.484 1.482
63 C -3.533 1.960 1.214
64 H -2.112 -4.822 0.419
65 H -1.836 -5.529 1.991
66 H -3.412 -4.805 1.648
67 H -2.080 -3.333 3.110
68 H -0.841 -3.180 1.923
69 H -3.538 -3.739 -1.790
70 H -4.241 -3.190 -0.264
71 H -4.459 -0.884 -1.683
72 H -4.193 -1.877 -2.995
73 H -5.652 -2.166 -1.952
74 H -4.421 0.089 1.872
75 H -2.715 0.271 2.233
76 H -3.719 2.470 2.169
77 H -2.620 2.427 0.848
78 H -4.347 2.254 0.549
79 C 0.574 1.942 -0.058
80 N 1.443 2.766 -0.934
81 O 1.418 2.518 -2.124
82 O 2.114 3.633 -0.423
83 H -0.197 2.617 0.310
84 H 1.190 1.634 0.779
85 H 0.100 1.153 -0.623
86 C -2.018 0.850 -2.758
87 N -2.920 1.957 -2.334
88 O -2.345 2.947 -1.915
89 O -4.115 1.843 -2.388
90 H -1.350 1.255 -3.510
91 H -2.671 0.073 -3.140
92 H -1.513 0.562 -1.841
93 C 4.926 4.308 1.850
94 N 6.205 4.996 1.515
95 O 6.450 5.090 0.331
96 O 6.860 5.464 2.422
97 H 5.149 3.250 1.974
98 H 4.278 4.451 0.992
99 H 4.511 4.706 2.769
100 C -2.023 6.493 -1.757
101 N -1.343 5.584 -0.790
102 O -1.936 5.309 0.233
103 O -0.234 5.192 -1.080
104 H -1.327 7.210 -2.182
105 H -2.765 7.045 -1.191
106 H -2.412 5.860 -2.549
107 C 4.937 3.614 -2.688
108 N 5.538 2.717 -3.710
109 O 4.766 2.113 -4.427
110 O 6.730 2.493 -3.655
111 H 4.511 3.102 -1.837
112 H 4.142 4.096 -3.264
113 H 5.574 4.470 -2.480
114 C 0.040 4.385 3.274
115 N -0.297 3.031 3.753
116 O -0.656 2.926 4.911
117 O -0.284 2.118 2.947
118 H 0.821 4.395 2.522
119 H 0.257 5.022 4.123
120 H -0.915 4.705 2.848

Atoms 1-6, force components in eV/Å:
C -0.16 -0.36 0.30
C 0.87 1.19 -1.12
O 0.30 -0.70 1.05
P -0.62 -0.16 -0.48
O 0.62 0.24 -0.27
O 0.00 0.29 0.25

Calculated values
energy relative to the best compared isomer or geometry (same formula, charge and spin): 0.0 kcal/mol
structure (SMILES): CCOP(=O)(OCC)OCC.CCOP(=O)(OCC)OCC.CCOP(=O)(OCC)OCC.C[N+](=O)[O-].C[N+](=O)[O-].C[N+](=O)[O-].C[N+](=O)[O-].C[N+](=O)[O-].C[N+](=O)[O-]
highest occupied orbital energy: -10.51 eV

# 2
The following is a quantum chemistry calculation of a 5-piece molecular cluster, C24H64BN5O7P overall at a distorted geometry, from the OMol25 dataset.

Cartesian coordinates (Å):
1 C 0.919 1.129 2.380
2 C 0.610 2.295 1.689
3 P 1.442 2.866 0.034
4 N 0.448 1.926 -1.095
5 C -0.957 1.722 -0.773
6 C -1.791 3.044 -0.532
7 C -1.515 4.112 -1.677
8 O 2.480 3.413 -1.276
9 C 3.745 2.758 -1.305
10 C 3.658 1.404 -0.455
11 B 3.975 0.067 -1.321
12 C 4.922 -1.114 -0.758
13 O 3.333 -0.020 -2.615
14 O 2.413 1.386 0.233
15 H 1.238 1.155 3.447
16 H 0.852 0.143 1.878
17 H -0.157 2.964 2.170
18 H 0.709 4.112 -0.062
19 H 2.417 3.472 0.932
20 H 0.905 1.105 -1.457
21 H -1.161 0.942 0.018
22 H -1.431 1.279 -1.704
23 H -2.873 2.754 -0.587
24 H -1.536 3.501 0.446
25 H -0.833 3.693 -2.452
26 H -1.002 4.976 -1.182
27 H -2.485 4.470 -2.090
28 H 4.480 3.422 -0.780
29 H 4.102 2.582 -2.347
30 H 4.447 1.467 0.351
31 H 5.116 -1.818 -1.608
32 H 4.365 -1.630 0.061
33 H 5.870 -0.713 -0.335
34 H 2.461 -0.402 -2.454
35 C -3.571 2.368 -7.450
36 C -3.257 3.661 -6.703
37 C -2.338 3.463 -5.483
38 O -2.979 2.908 -4.348
39 C -3.130 1.501 -4.386
40 N -4.517 4.315 -6.332
41 H -4.318 1.760 -6.938
42 H -3.973 2.593 -8.441
43 H -2.671 1.763 -7.586
44 H -2.727 4.316 -7.402
45 H -1.988 4.449 -5.164
46 H -1.443 2.884 -5.742
47 H -2.289 1.010 -4.883
48 H -4.071 1.231 -4.873
49 H -3.180 1.144 -3.356
50 H -4.305 5.223 -5.926
51 H -4.910 3.790 -5.553
52 C 6.485 5.213 4.230
53 C 5.485 4.163 3.753
54 C 6.015 2.719 3.849
55 O 6.947 2.362 2.836
56 C 8.270 2.801 3.073
57 N 5.057 4.495 2.392
58 H 7.266 5.411 3.495
59 H 5.975 6.162 4.412
60 H 6.962 4.908 5.165
61 H 4.611 4.228 4.409
62 H 5.167 2.042 3.713
63 H 6.429 2.507 4.843
64 H 8.525 2.784 4.137
65 H 8.419 3.802 2.663
66 H 8.946 2.126 2.544
67 H 4.314 3.852 2.116
68 H 5.825 4.257 1.767
69 C -0.029 -2.288 -0.160
70 C -0.877 -2.631 1.062
71 C -1.623 -3.973 0.941
72 O -2.768 -3.939 0.097
73 C -2.482 -4.039 -1.287
74 N -1.793 -1.519 1.326
75 H -0.627 -1.922 -0.995
76 H 0.685 -1.498 0.087
77 H 0.542 -3.157 -0.500
78 H -0.195 -2.719 1.914
79 H -2.004 -4.236 1.933
80 H -0.947 -4.784 0.641
81 H -1.627 -4.691 -1.484
82 H -2.311 -3.048 -1.713
83 H -3.361 -4.460 -1.780
84 H -2.285 -1.697 2.199
85 H -2.529 -1.555 0.624
86 C -5.345 -8.571 2.516
87 C -5.381 -7.070 2.247
88 C -4.067 -6.347 2.596
89 O -3.860 -6.141 3.987
90 C -3.356 -7.268 4.682
91 N -6.526 -6.486 2.956
92 H -5.451 -8.809 3.575
93 H -6.168 -9.067 1.997
94 H -4.412 -9.013 2.157
95 H -5.544 -6.939 1.173
96 H -4.110 -5.346 2.158
97 H -3.200 -6.846 2.146
98 H -2.668 -7.855 4.068
99 H -4.176 -7.894 5.039
100 H -2.815 -6.906 5.558
101 H -6.607 -5.508 2.693
102 H -6.282 -6.451 3.944

Atoms 1-6, force components in eV/Å:
C -0.63 1.26 -0.50
C -0.71 -1.27 0.75
P 0.37 -1.07 0.33
N -1.43 1.14 0.11
C -0.89 -0.60 -0.98
C 0.52 -0.27 -0.93

Calculated values
highest occupied orbital energy: -3.64 eV
charge: -1

# 3
The following is a quantum chemistry calculation of a 5-piece molecular cluster, C24H64BrN4O8 overall at a distorted geometry, from the OMol25 dataset.

Cartesian coordinates (Å):
1 Br 0.691 0.364 0.433
2 C 0.104 -0.661 -3.998
3 O -0.417 0.706 -3.931
4 C 0.656 1.514 -3.656
5 C 0.216 2.725 -2.927
6 N -0.786 2.420 -1.762
7 H -1.509 1.872 -2.205
8 H -0.362 1.731 -1.156
9 C -1.477 3.615 -1.027
10 C -0.520 4.399 -0.039
11 O 0.466 4.993 -0.808
12 C 1.596 5.199 -0.055
13 H 0.289 -1.083 -3.010
14 H 0.916 -0.681 -4.726
15 H -0.719 -1.224 -4.441
16 H 1.080 1.882 -4.591
17 H 1.586 1.031 -3.357
18 H -0.435 3.276 -3.606
19 H 1.001 3.368 -2.528
20 H -2.326 3.206 -0.478
21 H -1.859 4.248 -1.828
22 H -0.191 3.634 0.665
23 H -1.073 5.151 0.524
24 H 2.152 4.276 0.110
25 H 1.520 5.564 0.970
26 H 2.202 5.904 -0.623
27 C -2.110 -5.868 0.021
28 O -2.313 -4.695 -0.825
29 C -1.745 -3.632 -0.181
30 C -1.951 -2.351 -0.998
31 N -3.429 -1.878 -1.154
32 H -3.650 -1.753 -0.177
33 H -3.513 -1.070 -1.754
34 C -4.503 -2.944 -1.519
35 C -4.272 -3.422 -2.926
36 O -3.797 -2.274 -3.667
37 C -3.190 -2.586 -4.879
38 H -2.727 -5.804 0.917
39 H -1.060 -6.049 0.252
40 H -2.502 -6.710 -0.551
41 H -0.672 -3.776 -0.052
42 H -2.098 -3.459 0.835
43 H -1.568 -2.429 -2.016
44 H -1.435 -1.505 -0.546
45 H -5.461 -2.429 -1.457
46 H -4.541 -3.741 -0.776
47 H -5.227 -3.856 -3.222
48 H -3.480 -4.169 -2.975
49 H -3.798 -3.239 -5.506
50 H -2.219 -3.051 -4.708
51 H -3.022 -1.682 -5.464
52 C 3.085 -4.056 -1.590
53 O 3.527 -2.817 -1.095
54 C 3.758 -1.858 -2.174
55 C 4.397 -0.580 -1.721
56 N 3.909 -0.065 -0.373
57 H 4.092 0.928 -0.412
58 H 2.900 -0.087 -0.340
59 C 4.496 -0.496 1.002
60 C 6.019 0.001 1.133
61 O 6.280 1.358 0.742
62 C 7.535 1.927 1.161
63 H 3.807 -4.557 -2.234
64 H 2.161 -3.938 -2.155
65 H 2.849 -4.795 -0.825
66 H 2.806 -1.626 -2.651
67 H 4.335 -2.229 -3.021
68 H 4.129 0.185 -2.450
69 H 5.476 -0.544 -1.571
70 H 4.293 -1.567 0.961
71 H 3.840 -0.102 1.778
72 H 6.599 -0.765 0.618
73 H 6.372 -0.191 2.146
74 H 7.587 2.996 0.951
75 H 8.307 1.426 0.577
76 H 7.654 1.924 2.244
77 C -0.132 -1.127 6.810
78 O -0.455 -0.560 5.529
79 C 0.391 0.433 5.096
80 C -0.304 0.867 3.767
81 N -1.691 1.559 3.897
82 H -2.284 1.062 4.547
83 H -1.613 2.489 4.284
84 C -2.485 1.618 2.539
85 C -3.869 2.221 2.781
86 O -3.735 3.633 2.423
87 C -4.927 4.365 2.542
88 H -0.482 -0.265 7.377
89 H 0.936 -1.229 6.998
90 H -0.715 -1.993 7.126
91 H 1.369 -0.045 5.160
92 H 0.457 1.228 5.839
93 H -0.372 0.067 3.030
94 H 0.258 1.675 3.298
95 H -2.565 0.570 2.251
96 H -1.877 2.209 1.854
97 H -4.277 1.957 3.757
98 H -4.562 1.812 2.045
99 H -5.405 4.420 3.520
100 H -5.716 4.098 1.838
101 H -4.676 5.411 2.370

Atoms 1-6, force components in eV/Å:
Br 0.24 0.06 -0.27
C -2.00 0.50 -0.97
O 0.39 -2.21 0.61
C 1.57 1.00 -1.06
C -1.60 1.18 1.40
N 0.43 1.24 -0.73

Calculated values
multiplicity: 2
⟨S²⟩: 0.751
highest occupied orbital energy (spin up / spin down): -7.14 / -13.66 eV
charge: +2

Across the entries above, energy takes the values -4110.37453; -2119.33038; -4346.93838 Eh, respectively.